# 1
99
Properties=species:S:1:pos:R:3:forces:R:3 method="wB97M-V/def2-TZVPD" e_lumo_ha=-0.149 charge=+1 e_homo_ha=-0.39078
S -4.072984 2.796095 3.630847 1.225 0.451 -4.437
C 2.953614 0.334063 -0.325433 3.947 1.570 -1.029
O 4.806432 -2.286384 5.743908 0.716 -0.324 -0.078
H 0.278041 -3.898143 -3.756883 0.334 1.613 -1.274
B -0.110593 1.684565 2.276527 0.195 -1.475 1.584
H 2.293077 4.353997 1.471543 -0.145 -1.653 -0.953
C -5.241878 -0.100202 2.108728 -1.693 -0.538 0.577
C 3.922218 -3.227564 5.137265 -0.236 -0.102 -0.496
N -2.578983 2.933591 1.139193 -2.671 -2.451 3.101
C 1.627492 -0.210425 0.393187 1.230 -1.330 -0.974
O -8.499894 -2.071780 -3.605502 0.417 -0.716 -0.138
O -7.247397 -3.872955 -2.534627 -0.551 0.332 -0.073
H 4.357859 -5.024334 3.979336 0.235 0.140 -0.057
H 3.073761 3.656661 -0.028697 -1.377 -0.624 1.165
C -6.522075 -2.646157 -2.495078 0.268 0.227 -0.295
H 6.704683 1.645010 -2.166569 -1.431 -0.511 1.062
N -3.053995 -1.191568 -0.965066 2.077 -0.056 0.261
H -8.102195 -1.374073 -1.721281 0.103 0.017 0.000
C -0.367905 1.662267 0.631196 -1.402 -0.979 2.042
S 6.272792 -2.418673 5.058626 0.185 -0.071 0.140
C -0.309614 4.936421 0.295271 -0.871 1.639 -0.259
C -2.079391 -0.512178 -0.307551 -0.370 0.732 0.207
H 3.122165 -3.502365 5.824768 0.217 0.162 0.115
N -0.683248 -0.744137 -0.499632 -3.435 1.475 0.565
H 0.538201 4.324685 -2.406142 0.325 -1.532 1.059
H -2.884253 -1.938271 -1.647522 -0.359 0.426 0.389
C 0.421752 -1.947087 -6.954775 0.482 0.187 4.487
F -4.372788 -0.938815 -0.761570 1.005 0.059 -0.022
H 0.356026 2.510920 -2.537337 1.038 1.163 0.761
H -2.055531 -1.177241 1.935595 -1.464 1.165 0.042
O 7.241903 -2.597504 6.094944 -0.719 0.417 -0.853
H 4.064114 -0.966880 2.281199 0.787 1.372 -0.222
C 4.412837 1.239734 -2.486567 0.365 -0.991 4.005
H 5.431899 0.350094 2.482827 -1.457 -0.633 -0.647
H 4.410541 1.538593 -3.584594 -0.100 -0.539 1.715
O 6.032723 -3.843665 4.320270 -0.136 0.887 0.088
H -1.052466 5.031219 1.143229 0.892 -0.149 -0.966
H 3.635500 0.792619 2.618049 1.225 -1.064 -0.649
C 4.280379 0.449468 0.522079 0.845 0.727 -2.917
C 0.249070 -3.148518 -5.994663 0.735 3.132 1.363
H -5.171308 0.753961 1.356589 0.228 -1.053 1.129
H 0.903816 0.306646 -7.049677 -0.164 -1.112 1.474
C -0.426697 -1.314817 -1.845790 -2.416 -1.814 -1.992
H 2.603274 2.500082 1.347064 -0.217 1.330 -0.622
C 3.099413 0.752225 -1.806818 1.911 0.277 0.903
H 2.179423 0.729361 -2.501318 1.691 -0.035 1.388
C -0.002952 2.943828 3.265743 -0.012 -0.258 1.288
O -9.720916 -3.990794 -2.617814 0.949 0.035 -0.717
H 2.028763 3.309171 -2.123003 -1.903 -0.287 0.402
O -4.110623 -1.003566 2.133434 0.872 1.492 -1.703
H 5.010321 -5.037643 5.638068 -0.073 0.025 -0.045
C 0.418661 -2.981242 -4.440980 0.244 2.401 -1.335
H -0.853307 5.304394 -0.660528 0.741 -0.709 1.546
C 5.744847 1.319340 -1.649727 -4.635 -1.271 1.385
H -5.813035 -2.642376 -3.328854 -0.015 0.064 -0.003
H 1.596152 -1.338719 0.108794 -0.017 1.775 0.456
O -8.364693 -4.286726 -4.714218 -0.320 0.472 0.985
H -0.892866 -2.382063 -1.848419 0.684 1.498 0.195
H -0.153862 -0.339214 2.450050 0.302 0.508 0.539
C 0.241635 0.393633 -0.125420 1.357 1.271 -1.741
H 2.184775 3.703021 3.556835 -0.935 -1.314 0.477
O 6.390855 -1.406839 4.049841 0.148 -0.740 0.753
C 1.467768 2.936618 3.996514 -0.542 0.072 0.921
H -0.012295 -4.180819 -6.432517 0.516 1.845 0.958
C 0.906565 -0.396539 -4.767960 -0.515 -2.052 -1.342
H 0.498738 0.792070 -1.189771 -0.326 -0.528 1.741
S -8.586313 -3.684913 -3.435559 -0.487 -0.191 -0.146
C -2.005665 1.711311 0.570674 1.824 1.557 -2.365
H -1.061068 -0.714226 -2.610794 1.055 -0.550 1.145
C 4.398002 0.105385 2.075972 -1.291 0.887 -0.771
C -3.433234 2.842790 2.082993 2.015 0.183 2.127
H 3.491315 -2.760847 4.245991 -0.035 -0.084 0.013
H 0.510424 5.734071 0.482875 -1.136 -1.461 -0.281
Br -2.299174 2.084771 -1.441906 -0.236 -0.080 -0.121
H 1.900157 1.865537 4.026184 -0.543 1.841 -0.257
H -2.650590 0.287661 2.869994 -0.099 -0.488 -1.887
H -5.976721 -2.557160 -1.555054 -0.245 -0.239 -0.001
C 2.272567 3.428413 0.775516 0.629 0.356 0.331
C 4.801161 -4.412297 4.765736 -0.275 -0.333 0.460
H -6.164316 -0.724787 1.800812 1.575 0.876 0.449
C 0.755429 -1.595188 -3.779192 -0.307 -0.771 -5.161
O -0.034867 0.432091 3.040447 -0.383 1.689 -2.328
C -2.849093 -0.331971 1.910005 0.510 -1.173 3.731
C 0.888405 3.330274 -1.923150 0.099 -0.021 -1.586
H -0.317601 3.962393 2.891612 0.667 -1.176 0.280
H 6.575318 1.006808 0.479457 -1.846 -0.223 -0.965
H 1.843009 -0.220925 1.502864 -0.647 0.428 -1.193
N -2.695923 0.438144 0.679156 1.714 -2.126 -1.308
H -5.440993 0.238845 3.188549 0.332 -0.085 -1.757
H -0.725197 2.712654 4.148077 0.953 0.265 -1.547
C 0.765744 -0.556383 -6.321280 -0.662 -3.616 1.815
Si 0.500801 3.246091 -0.027391 1.976 2.122 -0.766
H -7.138586 -0.616176 -3.015559 -0.173 -0.130 -0.199
O 0.894854 -1.446443 -2.338922 -1.108 0.380 -1.296
H 1.295514 3.222603 5.102489 0.372 -0.379 -1.789
C -7.567861 -1.552925 -2.659194 -0.022 0.094 0.565
C 5.617496 0.935111 -0.156468 -2.084 -0.128 -1.985
H 1.127853 0.676947 -4.411792 -0.356 -2.015 -0.403
H 0.304811 -2.131733 -8.072353 0.227 0.545 1.772

---

# 2
81
Properties=species:S:1:pos:R:3:forces:R:3 method="wB97M-V/def2-TZVPD" e_lumo_ha=0.141 charge=-2 e_homo_ha=-0.06890
H -0.897974 5.166677 -0.690308 0.010 -0.024 -0.045
H 7.657874 1.413711 4.489364 -0.022 -0.007 -0.017
H -1.054209 1.721330 -0.041794 0.052 0.139 -0.067
C -1.553082 2.710309 2.818579 -0.041 -0.115 -0.170
C 1.811762 5.697113 3.844354 -0.049 -0.037 0.087
C -0.994315 2.434583 -0.866150 0.109 -0.064 -0.108
C 3.662642 5.678861 -0.970796 0.004 0.052 0.051
H 0.482474 1.954966 -5.270314 0.010 0.001 -0.003
C -2.558592 -2.886901 -0.576721 0.037 0.024 0.042
H -4.207756 2.194556 4.828609 -0.002 -0.005 0.013
C 2.488178 4.903038 -0.845955 -0.042 -0.189 -0.010
H -2.586146 3.999834 4.188906 0.011 -0.020 -0.020
C 1.330794 3.014038 4.414168 0.052 -0.131 0.090
C -3.203629 -5.203308 -0.176857 0.016 0.040 -0.010
H 1.129449 6.584497 -0.787055 0.017 -0.030 -0.015
N -1.410101 1.506439 2.260174 0.008 -0.056 0.146
H -0.849589 3.472812 2.492789 -0.011 -0.021 0.007
C -2.256247 0.537433 2.614663 0.046 0.102 0.086
H 5.043061 3.750705 2.026986 -0.039 -0.050 0.033
H 0.756241 6.110217 5.671675 0.011 -0.012 -0.011
C -0.844234 -1.747359 -1.665745 -0.122 -0.382 -0.119
N 0.650024 -0.055607 -2.585664 -0.024 -0.073 0.017
O 1.816528 0.887883 2.483072 0.535 0.438 0.366
Cl -3.372300 -6.828490 -0.810799 0.000 0.060 0.039
H -1.715423 0.779631 -5.510089 -0.013 0.004 -0.017
C -3.413807 -3.587974 1.573558 0.017 0.010 0.033
C 2.547587 3.482452 -0.762406 -0.059 0.051 -0.155
H 5.875456 -0.289668 4.760613 -0.006 0.023 -0.010
C -3.555349 -4.891902 1.124450 0.002 0.003 -0.020
C 0.227479 3.309902 -0.771195 0.090 -0.027 0.094
C -2.708938 -4.206102 -1.004994 0.019 0.008 0.022
N -2.133612 -1.911426 -1.480131 -0.023 0.077 0.028
C 2.040749 3.375224 3.282672 -0.069 0.038 -0.209
H -2.355190 -0.926873 -3.770935 0.017 -0.001 0.005
S 4.039424 1.125299 -0.414768 -0.112 0.107 -0.267
C -3.419388 2.002077 4.109505 0.003 0.032 -0.009
C -0.521740 -0.676935 -2.706828 0.138 -0.210 0.055
C 0.982590 0.867903 -3.486065 -0.023 -0.035 0.108
H -1.911276 3.025678 -0.865677 0.014 0.015 0.018
C 4.875162 5.040528 -0.998961 0.022 -0.161 0.007
S 2.573152 2.106521 2.077782 0.124 0.256 0.669
C 4.447607 0.793590 3.581299 0.017 -0.006 0.102
N -2.924284 -1.252491 1.227552 -0.216 0.089 -0.204
C 1.205150 5.500162 -0.789711 0.043 0.034 -0.008
C -3.289338 0.757329 3.527353 -0.015 0.012 0.011
C -2.932376 -2.567428 0.755600 0.159 0.010 -0.065
H 1.128365 1.961367 4.590591 -0.011 0.082 -0.043
H -3.680331 -3.347291 2.595171 -0.010 -0.006 -0.025
H 3.585192 6.759146 -1.045526 -0.010 -0.031 0.003
H 7.229992 3.427930 3.112442 -0.011 -0.002 -0.003
H 3.651830 0.062797 3.676166 0.041 0.038 -0.021
H 0.312560 3.723837 6.163423 0.020 0.008 -0.037
C 4.961536 3.643868 -0.870435 -0.127 0.094 0.024
H 5.932701 3.162844 -0.854718 -0.015 0.030 -0.005
H 1.936297 1.364643 -3.322859 -0.053 -0.042 0.021
C 0.875559 4.001236 5.279057 0.028 0.030 -0.027
H 2.760735 4.981397 2.044422 -0.031 -0.038 0.108
O -1.009248 -1.456453 2.538693 -0.531 -0.028 0.365
Cl -4.191711 -6.101641 2.221262 0.027 0.029 -0.053
Rb 0.620025 -0.622337 0.716236 0.729 0.474 -0.510
C 4.214327 1.936917 2.837982 -0.046 -0.195 0.002
C -1.409403 -0.404367 -3.746781 -0.006 0.178 -0.060
H -0.948794 1.863396 -1.796278 -0.070 0.039 0.046
C 5.689255 0.606987 4.180656 -0.024 0.051 -0.053
C 0.170948 1.199961 -4.559303 -0.058 -0.041 0.003
C 1.120936 5.341094 5.000383 0.039 -0.024 -0.095
C 6.688689 1.558176 4.025590 -0.080 0.026 -0.047
C 6.446076 2.694067 3.257596 0.036 -0.081 0.063
H -2.419850 -4.449794 -2.019311 -0.012 -0.011 0.017
C 2.263077 4.712912 2.975349 0.015 -0.028 -0.091
C 0.090502 4.724818 -0.744742 -0.084 -0.022 0.019
H 5.786294 5.621246 -1.108944 0.005 -0.036 0.014
H 1.982632 6.742408 3.611801 -0.013 -0.037 0.002
C -1.050937 0.543921 -4.686367 0.034 0.031 0.007
N 1.404912 2.732412 -0.742484 0.104 0.100 -0.001
O 0.122383 -2.333003 -1.116059 -0.348 -0.336 -0.585
C -2.527830 3.009059 3.754394 -0.028 -0.006 0.013
C 3.844195 2.813866 -0.724927 -0.011 -0.012 0.171
H -3.964432 -0.056099 3.759584 0.008 0.013 -0.010
C 5.212215 2.883756 2.657972 -0.070 0.127 -0.139
C -2.019585 -0.859312 2.073954 -0.130 -0.343 0.354

---

# 3
9
Properties=species:S:1:pos:R:3:forces:R:3 method="wB97M-V/def2-TZVPD" e_lumo_ha=0.020 charge=0 e_homo_ha=-0.34963
H -1.699796 2.448198 -0.150912 -0.832 0.789 0.225
Cl 1.363576 0.255067 0.042690 -0.606 1.160 -0.350
C -1.386639 1.672469 0.505553 4.631 0.817 -2.618
O 0.313467 2.134317 -1.575590 1.463 1.837 0.540
Br -2.134323 0.071734 -0.020689 -0.330 -0.767 0.183
H -0.162160 1.445168 -1.988484 -0.958 -1.480 -0.807
H -1.088933 1.917278 1.491571 -0.582 -0.230 1.056
C 0.446076 1.863321 -0.279458 -2.520 -1.804 2.592
Cl 1.198231 3.149202 0.680624 -0.265 -0.322 -0.822

---

# 4
85
Properties=species:S:1:pos:R:3:forces:R:3 method="wB97M-V/def2-TZVPD" e_lumo_ha=-0.005 charge=0 e_homo_ha=-0.37077
C 0.929769 2.096905 0.650987 0.125 1.357 0.370
C 5.050651 1.107346 3.481753 -0.865 0.668 -0.054
H -8.693715 0.302549 0.232819 0.287 -0.078 -0.217
C 3.946070 2.068207 3.555299 0.191 -0.073 0.149
O -2.806575 -0.874770 1.853272 -0.920 1.042 0.381
H 0.421097 5.997836 3.021622 0.032 0.009 0.012
N 8.784227 -6.486899 -1.579378 0.361 -1.532 0.597
H 7.151582 -3.873301 -2.132993 -0.010 -0.002 0.022
H 4.325644 3.011856 3.940076 -0.025 0.054 0.023
C -0.119723 3.116027 1.220814 0.983 -0.365 0.214
C -3.734152 1.176006 0.060229 0.564 0.050 -2.050
H -1.300814 5.698653 3.288824 -0.100 -0.049 0.024
H 5.706452 -7.683628 -0.048803 0.017 0.023 0.004
H 4.554239 -4.430210 -0.878045 0.029 0.039 -0.006
H -3.079366 1.013059 -2.059265 -0.005 0.610 -0.336
H 8.863930 -3.418889 -2.208009 0.005 0.014 0.016
H -0.888210 -1.256947 -1.750190 0.685 -0.469 0.511
H -1.412311 0.891817 -6.214518 0.000 0.013 -0.001
F 0.452381 4.318164 1.252882 0.352 0.591 0.248
C 2.523973 -4.850936 -0.672820 1.199 0.681 -0.830
H -0.790867 6.960989 2.160645 0.008 -0.004 -0.018
C -1.382433 0.132097 -4.266342 0.289 -0.167 -2.005
C -0.586318 2.798985 2.662027 -1.125 1.211 -0.759
C 3.624680 -4.260792 -1.417409 -0.005 0.232 -0.009
H -7.460546 1.570370 0.097425 0.052 -0.010 0.002
O -1.883241 -2.857413 0.734773 1.310 0.536 -0.624
H 8.091451 -4.197686 -3.601943 -0.013 -0.008 -0.015
H -8.414421 1.101147 -1.323665 -0.020 -0.013 -0.013
N 4.859349 -6.584247 -2.861356 -0.384 0.829 -1.202
P -1.612063 -1.317297 1.165169 0.032 -1.256 1.458
C 8.497909 -5.468129 -1.988787 -0.441 1.475 -0.585
F 1.424333 1.340525 1.623256 -0.500 -1.181 0.373
H -4.591418 0.609359 0.388507 -0.050 -0.019 0.336
C -7.936674 0.735761 -0.416306 0.319 -0.257 -0.111
F -1.149777 3.229919 0.404128 -1.187 -0.491 -0.493
H 3.464868 -3.188806 -1.525017 -0.026 0.039 0.091
S 0.411033 1.202480 -0.894141 1.379 -0.619 -2.288
N -0.559719 8.185509 5.038576 0.007 1.087 1.236
C 8.129147 -4.159629 -2.515538 -0.003 -0.012 0.006
O 0.111241 2.156032 -1.921822 -1.266 1.580 0.646
O -3.630452 3.222827 -1.365844 0.639 0.215 -0.184
N -10.211512 1.105122 1.188477 -0.515 -1.352 0.249
F -0.914670 1.561418 2.840089 0.143 -1.712 0.100
F -1.681168 3.515134 2.871251 -1.073 0.628 -0.017
H -0.051454 -2.266070 2.292438 0.252 -0.205 0.245
H 6.298025 0.148112 0.410089 -0.018 0.047 0.040
H -3.639935 -0.453105 -1.367978 0.136 -0.205 -0.026
C -0.557801 6.461686 3.098970 0.062 0.291 0.102
C 5.697833 -8.195284 -1.008766 0.001 -0.034 -0.041
H -11.151691 4.028507 1.814471 -0.013 0.009 0.006
O -0.346930 -1.358229 2.175563 0.001 -0.001 -0.892
H -10.194612 4.118617 0.324690 0.009 0.018 -0.010
N 6.007031 -2.881803 0.912692 0.238 -1.603 0.369
H 5.497553 -0.449884 -1.055308 -0.039 -0.026 -0.005
H 3.696945 -4.712443 -2.400693 -0.010 -0.040 -0.005
O -5.223156 3.001543 0.077306 -2.077 0.812 0.816
C -10.239168 3.695027 1.325572 0.014 -0.050 -0.007
C -3.058687 0.450699 -1.165141 0.604 -0.727 3.185
F 1.969224 2.827164 0.259117 0.595 0.381 -0.978
H 3.178279 1.695255 4.230428 -0.009 -0.012 0.002
N -6.144991 -1.037076 -1.031528 1.192 -1.115 -0.423
F 0.288074 3.220244 3.530651 1.445 -0.195 0.872
H -1.159279 -3.147472 0.148808 -0.343 -0.455 0.109
O 1.575099 0.463081 -1.311996 0.620 -1.117 1.375
H 5.039700 -9.059444 -0.947082 -0.036 0.010 -0.004
N -1.601272 0.239664 -3.160383 0.689 0.221 -0.042
N 1.666171 -5.303758 -0.082857 -1.362 -0.603 0.882
C 5.749441 -1.856600 0.498458 -0.253 1.828 -0.465
H 6.706901 -8.527591 -1.243069 0.041 0.063 0.007
C -4.252443 2.528105 -0.395318 0.919 -0.656 0.285
H -0.047347 -0.178994 -5.842595 0.012 0.005 0.007
C -1.111365 -0.011686 -5.688794 -0.007 0.002 -0.016
H 4.545806 -0.126546 0.406965 -0.007 -0.036 -0.011
C 5.501162 -0.488496 0.032221 0.051 -0.225 0.037
H 3.503478 2.237955 2.576940 0.106 -0.065 -0.029
Si -1.246267 -0.245607 -0.765335 -3.112 0.095 -0.982
N 5.912073 0.361633 3.420675 0.628 -0.528 -0.110
C -6.930846 -0.263549 -0.759096 -1.118 1.225 0.292
H -2.717304 2.934128 -1.482400 0.039 -0.186 -0.193
H -1.668103 -0.858670 -6.084194 -0.009 -0.009 0.000
C -0.559088 7.431662 4.190546 -0.002 -1.082 -1.264
H -3.035386 1.273763 0.881709 -0.155 0.237 0.291
C -10.225718 2.238390 1.246742 -0.146 1.659 0.189
C 5.226548 -7.289512 -2.050448 0.568 -1.049 1.146
H -9.380378 4.040060 1.897225 0.019 0.008 -0.003

---

How do the records compare in orbital gap? In the order shown, they have 6.59; 5.70; 10.06; 9.95 eV.